No. 1
Formula: C21H65N13O12
Source: OMol25
Level of theory: the ωB97M-V functional and the def2-TZVPD basis

Calculated values
Kohn-Sham gap in eV: 8.915
E in hartree: -2453.78315
SMILES string: COC[C@H](C)N.COC[C@H](C)N.COC[C@H](C)N.NC(N)=O.NC(N)=O.NC(N)=O.NC(N)=O.NC(N)=O.OCCO.OCCO

CARTESIAN COORDINATES (ANGSTROEM)
1 C -10.564 38.214 -19.522
2 O -10.431 37.159 -20.400
3 C -9.214 36.671 -20.673
4 C -9.209 35.231 -21.102
5 C -9.836 34.331 -19.949
6 N -7.936 34.563 -21.312
7 H -10.263 39.138 -20.016
8 H -10.021 38.022 -18.596
9 H -11.609 38.448 -19.320
10 H -8.766 37.295 -21.446
11 H -8.476 36.762 -19.876
12 H -9.788 34.981 -21.991
13 H -9.733 33.263 -20.142
14 H -10.882 34.634 -19.904
15 H -9.275 34.464 -19.024
16 H -7.375 35.235 -21.817
17 H -7.640 34.770 -20.369
18 C -4.648 24.507 -20.157
19 O -5.768 25.459 -20.248
20 C -5.821 26.047 -21.563
21 C -7.229 26.660 -21.747
22 C -7.372 27.460 -23.070
23 N -7.485 27.509 -20.643
24 H -4.313 24.245 -19.153
25 H -3.769 24.792 -20.735
26 H -5.137 23.665 -20.646
27 H -5.112 26.874 -21.588
28 H -5.729 25.278 -22.330
29 H -8.025 25.932 -21.590
30 H -8.432 27.438 -23.324
31 H -6.876 26.946 -23.894
32 H -7.000 28.483 -23.111
33 H -8.466 27.661 -20.459
34 H -7.194 26.979 -19.833
35 C -14.077 36.594 -28.032
36 O -12.803 36.399 -27.381
37 C -12.834 35.437 -26.293
38 C -11.437 34.980 -26.161
39 C -11.163 34.197 -24.885
40 N -10.552 36.109 -25.985
41 H -14.849 36.965 -27.357
42 H -14.385 35.655 -28.493
43 H -13.952 37.155 -28.958
44 H -13.171 35.899 -25.365
45 H -13.500 34.602 -26.513
46 H -11.183 34.437 -27.072
47 H -11.896 33.393 -24.828
48 H -11.333 34.783 -23.982
49 H -10.204 33.691 -24.779
50 H -10.722 36.443 -25.047
51 H -11.054 36.784 -26.545
52 N -10.480 30.095 -18.260
53 C -9.956 30.260 -19.460
54 N -8.761 30.712 -19.417
55 O -10.505 29.895 -20.434
56 H -10.037 30.129 -17.353
57 H -11.319 29.535 -18.302
58 H -8.397 30.833 -20.352
59 H -8.378 30.834 -18.491
60 N -9.623 30.645 -23.729
61 C -10.565 29.922 -24.195
62 N -11.099 29.056 -23.280
63 O -10.957 30.109 -25.340
64 H -9.482 30.663 -22.729
65 H -9.012 31.119 -24.379
66 H -11.005 29.094 -22.275
67 H -11.500 28.244 -23.727
68 N -1.980 32.444 -21.860
69 C -2.646 31.368 -21.883
70 N -2.844 30.995 -23.109
71 O -3.051 30.774 -20.897
72 H -1.304 32.350 -21.116
73 H -1.677 32.824 -22.745
74 H -3.128 30.055 -23.346
75 H -2.531 31.578 -23.872
76 N -5.383 29.532 -19.416
77 C -5.527 30.196 -18.345
78 N -4.858 31.269 -18.545
79 O -6.324 30.038 -17.456
80 H -4.700 29.783 -20.116
81 H -6.130 28.860 -19.518
82 H -4.942 32.006 -17.859
83 H -4.025 31.258 -19.115
84 N -7.915 34.885 -25.536
85 C -7.100 35.856 -25.531
86 N -7.667 36.939 -25.934
87 O -5.893 35.770 -25.196
88 H -7.758 33.991 -25.094
89 H -8.815 35.061 -25.958
90 H -7.072 37.606 -26.405
91 H -8.668 36.824 -26.014
92 O -7.553 30.715 -21.828
93 C -6.486 31.531 -22.055
94 C -6.421 32.018 -23.523
95 O -7.495 32.973 -23.779
96 H -7.286 29.914 -21.371
97 H -6.479 32.392 -21.387
98 H -5.541 31.029 -21.847
99 H -6.434 31.149 -24.180
100 H -5.495 32.582 -23.635
101 H -7.688 33.291 -22.894
102 O -1.760 33.854 -24.454
103 C -2.273 35.186 -24.239
104 C -3.228 35.157 -23.134
105 O -4.105 36.283 -23.087
106 H -1.645 33.791 -25.405
107 H -1.535 35.987 -24.195
108 H -2.725 35.305 -25.224
109 H -2.921 35.018 -22.098
110 H -3.852 34.322 -23.452
111 H -4.744 36.151 -23.792

No. 2
Formula: C21H66O27P6
Source: OMol25
Level of theory: the ωB97M-V functional and the def2-TZVPD basis

Calculated values
Kohn-Sham gap in eV: 10.361
E in hartree: -4919.74124
SMILES string: COP(=O)(OC)OC.COP(=O)(OC)OC.COP(=O)(OC)OC.COP(=O)(OC)OC.COP(=O)(OC)OC.COP(=O)(OC)OC.CO.CO.CO

CARTESIAN COORDINATES (ANGSTROEM)
1 C -1.526 -5.952 2.846
2 O -1.856 -4.691 3.423
3 P -0.680 -3.683 3.924
4 O 0.417 -4.311 4.669
5 O -0.232 -2.914 2.542
6 C -1.125 -2.384 1.522
7 O -1.427 -2.530 4.719
8 C -0.753 -1.921 5.852
9 H -0.558 -6.372 3.119
10 H -1.570 -6.017 1.759
11 H -2.337 -6.633 3.104
12 H -2.138 -2.773 1.626
13 H -0.801 -2.633 0.511
14 H -1.171 -1.296 1.551
15 H 0.220 -2.359 6.076
16 H -1.392 -2.000 6.731
17 H -0.655 -0.853 5.656
18 C 2.683 -1.311 1.050
19 O 3.889 -1.274 0.274
20 P 4.977 -2.506 0.276
21 O 6.103 -2.404 -0.670
22 O 4.035 -3.826 0.048
23 C 4.225 -4.853 -0.932
24 O 5.327 -2.472 1.873
25 C 5.754 -3.603 2.538
26 H 1.887 -1.127 0.328
27 H 2.623 -0.562 1.840
28 H 2.427 -2.305 1.416
29 H 3.455 -4.833 -1.704
30 H 4.274 -5.803 -0.401
31 H 5.205 -4.686 -1.379
32 H 5.203 -3.628 3.478
33 H 6.758 -3.397 2.909
34 H 5.632 -4.532 1.981
35 C -4.833 2.229 -3.399
36 O -4.313 2.333 -4.739
37 P -2.860 1.629 -5.151
38 O -2.198 2.062 -6.401
39 O -3.210 0.044 -5.084
40 C -2.803 -0.852 -6.057
41 O -1.974 1.790 -3.807
42 C -1.693 3.122 -3.440
43 H -5.720 1.594 -3.385
44 H -5.049 3.274 -3.175
45 H -4.108 1.826 -2.692
46 H -2.022 -1.511 -5.677
47 H -2.343 -0.440 -6.955
48 H -3.698 -1.419 -6.316
49 H -2.208 3.403 -2.521
50 H -1.854 3.883 -4.204
51 H -0.631 3.245 -3.226
52 C 6.236 2.666 -2.021
53 O 4.785 2.616 -2.060
54 P 4.031 2.236 -3.421
55 O 2.562 2.368 -3.350
56 O 4.739 3.102 -4.613
57 C 4.503 4.513 -4.659
58 O 4.632 0.729 -3.709
59 C 4.147 -0.337 -2.897
60 H 6.582 3.576 -1.532
61 H 6.632 2.666 -3.036
62 H 6.528 1.764 -1.481
63 H 5.423 5.092 -4.745
64 H 4.138 4.837 -3.685
65 H 3.892 4.808 -5.513
66 H 3.565 -1.015 -3.523
67 H 3.484 0.028 -2.112
68 H 4.957 -0.936 -2.481
69 C -6.892 0.239 -0.427
70 O -5.892 -0.723 -0.679
71 P -4.459 -0.597 0.162
72 O -3.817 0.755 -0.041
73 O -4.872 -0.959 1.659
74 C -4.508 -0.090 2.694
75 O -3.613 -1.859 -0.313
76 C -3.071 -2.027 -1.640
77 H -7.599 -0.222 0.263
78 H -7.312 0.560 -1.380
79 H -6.455 1.045 0.162
80 H -5.419 0.019 3.282
81 H -4.275 0.951 2.469
82 H -3.762 -0.524 3.360
83 H -3.000 -1.108 -2.222
84 H -3.638 -2.765 -2.208
85 H -2.015 -2.298 -1.625
86 C -1.950 3.188 2.709
87 O -2.676 2.451 3.664
88 P -1.989 1.838 4.993
89 O -2.875 0.867 5.709
90 O -0.604 1.140 4.425
91 C 0.493 1.949 4.095
92 O -1.545 3.197 5.810
93 C -2.355 3.741 6.787
94 H -1.083 3.795 2.967
95 H -2.619 3.909 2.239
96 H -1.719 2.495 1.899
97 H 1.338 1.446 4.565
98 H 0.363 2.957 4.489
99 H 0.738 1.867 3.036
100 H -1.752 4.430 7.379
101 H -2.718 2.928 7.416
102 H -3.178 4.293 6.334
103 C 0.595 -2.228 -3.322
104 O 1.832 -2.527 -2.648
105 H 0.027 -3.140 -3.500
106 H -0.074 -1.530 -2.818
107 H 0.751 -1.931 -4.359
108 H 2.485 -2.863 -3.266
109 C 2.019 3.278 -0.137
110 O 1.470 3.242 1.151
111 H 2.847 3.986 -0.156
112 H 2.233 2.251 -0.435
113 H 1.265 3.644 -0.834
114 H 2.263 3.343 1.684
115 C 0.121 0.673 -1.120
116 O -0.183 1.109 0.172
117 H -0.836 0.371 -1.545
118 H 0.450 1.546 -1.684
119 H 0.722 -0.234 -1.177
120 H 0.555 1.638 0.484

Calculated values (eV) of HOMO level for the records, taken in order: -8.6, -10.0.